[1]
Formula: C15H7BF6N2O11S2Ti
Source: the OMol25 dataset
Level of theory: ωB97M-V/def2-TZVPD

The geometry in ORCA input format:
```
! wB97M-V def2-TZVPD RIJCOSX def2/J DEFGRID3
* xyz -2 1
Ti 0.249 1.153 0.527
O -4.930 3.118 -1.864
C -3.790 2.673 -1.279
C -3.745 1.447 -0.616
C -2.555 1.060 -0.052
N -1.478 1.840 -0.121
C -1.491 2.987 -0.809
C -2.640 3.449 -1.401
C -0.083 3.534 -0.956
O 0.149 4.579 -1.517
O 0.779 2.698 -0.452
C -2.223 -0.308 0.552
O -3.115 -1.110 0.751
O -0.959 -0.447 0.715
H -5.623 2.468 -1.706
H -4.598 0.779 -0.578
H -2.631 4.373 -1.961
O 1.655 -1.094 -1.144
B 0.671 -0.095 -1.205
O -0.334 -0.550 -2.110
C 0.023 -1.802 -2.503
C -0.640 -2.681 -3.330
C -0.035 -3.920 -3.553
C 1.187 -4.241 -2.975
C 1.853 -3.342 -2.142
C 1.240 -2.130 -1.916
H -1.598 -2.428 -3.764
H -0.538 -4.650 -4.175
H 1.622 -5.215 -3.162
H 2.794 -3.577 -1.664
F 1.122 3.597 2.031
C 1.897 3.421 3.209
F 1.174 4.240 4.106
F 2.989 4.261 2.914
S 1.151 0.589 2.922
O 1.823 0.616 1.492
O -0.231 1.159 2.567
N 0.793 -1.050 3.076
S 1.855 -1.930 3.781
O 2.533 -1.335 4.913
O 1.390 -3.286 3.948
C 3.279 -2.155 2.585
F 4.153 -1.145 2.665
F 2.890 -2.268 1.311
F 3.963 -3.284 2.886
*
```

The calculation puts the relative energy (zero: lowest compared OMol25 entry of this formula, charge and spin) at 46.1 kJ/mol. The calculation puts the highest occupied orbital energy at -1.07 eV. The value obtained for the LUMO energy is 3.5 eV. As for the total energy: -3783.10530 Eh. Its frontier orbital gap is 4.53 eV.



[2]
Formula: C6H12O
Source: the OMol25 dataset
Level of theory: ωB97M-V/def2-TZVPD

The geometry in ORCA input format:
```
! wB97M-V def2-TZVPD RIJCOSX def2/J DEFGRID3
* xyz 0 1
C 1.640 -0.782 0.147
C 1.136 0.529 0.618
O 1.434 0.976 1.839
C 0.368 1.372 -0.264
C -1.067 0.916 0.105
C -1.422 -0.567 0.168
C -1.409 -0.859 -1.320
H 2.279 -0.625 -0.733
H 0.812 -1.422 -0.214
H 2.216 -1.320 0.909
H 1.808 0.260 2.373
H 0.472 2.434 -0.030
H 0.586 1.178 -1.322
H -1.490 1.543 0.901
H -1.599 0.727 -1.085
H -2.459 -0.614 0.518
H -0.837 -1.189 0.871
H -2.052 -1.661 -1.695
H -0.416 -0.895 -1.783
*
```

The calculation puts the relative energy (zero: lowest compared OMol25 entry of this formula, charge and spin) at 565.7 kJ/mol. The calculation puts the highest occupied orbital energy (alpha / beta) at -7.52 / -5.94 eV. The value obtained for the LUMO energy (alpha / beta) is 0.7 / 0.1 eV. As for the total energy: -310.84380 Eh. Its frontier orbital gap (alpha / beta) is 8.20 / 6.03 eV.



[3]
Formula: C5H13NO
Source: the OMol25 dataset
Level of theory: ωB97M-V/def2-TZVPD

The geometry in ORCA input format:
```
! wB97M-V def2-TZVPD RIJCOSX def2/J DEFGRID3
* xyz 0 1
C 0.543 1.771 -2.151
C -0.638 0.832 -2.259
C -0.624 -0.415 -1.677
N -1.772 -1.195 -1.435
H 1.489 1.148 -2.028
H 0.720 2.354 -3.021
H 0.528 2.424 -1.291
H -1.543 1.163 -2.771
H 0.322 -0.839 -1.398
H -1.647 -2.154 -1.143
H -2.562 -1.052 -2.055
C 1.223 -1.444 2.452
C 1.090 0.079 2.572
O -0.147 0.448 1.918
H 1.438 -1.788 1.420
H 2.005 -1.851 3.181
H 0.254 -1.827 2.752
H 2.012 0.605 2.185
H 0.996 0.301 3.619
H 0.008 1.365 1.625
*
```

The calculation puts the relative energy (zero: lowest compared OMol25 entry of this formula, charge and spin) at 187.5 kJ/mol. The calculation puts the highest occupied orbital energy at -7.64 eV. The value obtained for the LUMO energy is 1.0 eV. As for the total energy: -328.24742 Eh. Its frontier orbital gap is 8.62 eV.